22
Properties=species:S:1:pos:R:3 method="wB97M-V/def2-TZVPD" largest_force_ha_per_bohr=0.0573 homo_ev=-9.1 smiles=ClC(Cl)Cl.ClC(Cl)Cl.Fc1ccccc1 total_charge=0 orbital_gap_ha=0.344 mol_weight_g_mol=334.86 e_lumo_ev=0.227 e_tot_ha=-3170.02869
C 5.54684 1.98822 1.69365
Cl 5.18933 2.90910 0.26012
Cl 6.66774 0.69442 1.35334
Cl 4.05165 1.33777 2.64819
H 5.98746 2.72182 2.35872
C 1.14621 -0.25377 0.96397
Cl 0.24724 -1.38476 2.05638
Cl 0.72750 1.42814 1.36267
Cl 0.90201 -0.64766 -0.73269
H 2.25439 -0.31892 1.12775
F -3.53183 -2.25259 0.95027
C -3.11665 -1.44801 -0.07887
C -2.71555 -0.13881 0.21103
C -2.37252 0.63835 -0.88476
C -2.37178 0.11449 -2.20065
C -2.73731 -1.22437 -2.37106
C -3.02154 -2.01281 -1.31724
H -2.73349 0.20997 1.23632
H -2.08251 1.64622 -0.74843
H -2.20643 0.65511 -3.11278
H -2.64784 -1.58996 -3.40133
H -3.18294 -3.07193 -1.37463


19
Properties=species:S:1:pos:R:3 method="wB97M-V/def2-TZVPD" largest_force_ha_per_bohr=0.0723 homo_ev=-4.1 smiles="C[C@]12N=CCN=C1C([O-])=CC2=O" total_charge=-1 orbital_gap_ha=0.283 mol_weight_g_mol=163.16 e_lumo_ev=3.647 e_tot_ha=-569.01948 de_lowest_kcal_mol=11.54
C -2.91533 -0.11842 -0.47791
C 1.54011 0.08288 -1.25470
C -2.03407 -1.10962 -0.76824
C -2.28806 1.06426 -0.01070
C -0.78856 0.95237 -0.27179
C 1.30631 1.54460 -1.22376
C -0.40732 -0.47510 -0.07785
C -0.34617 -1.05442 1.31067
N 0.83630 -0.82459 -0.77811
N -0.05071 1.83414 -0.80092
O -2.10955 -2.27244 -1.08653
O -2.76388 2.16757 0.28486
H -4.01320 -0.16388 -0.73676
H 2.47218 -0.39831 -1.67270
H 1.96707 2.03797 -0.62942
H 1.60728 1.90577 -2.22734
H -1.28384 -1.28947 1.79870
H 0.27928 -0.67842 2.04205
H 0.06405 -2.07489 1.05949


21
Properties=species:S:1:pos:R:3 method="wB97M-V/def2-TZVPD" largest_force_ha_per_bohr=0.0629 homo_ev=-4.2 total_charge=-1 orbital_gap_ha=0.285 mol_weight_g_mol=195.15 e_lumo_ev=3.573 e_tot_ha=-719.43341 de_lowest_kcal_mol=17.29
C 1.15989 1.81735 1.88157
C -0.21079 1.72840 1.93610
C 1.72710 1.77120 0.62518
C -0.94352 1.19217 0.88453
C 0.98295 1.28983 -0.42918
C -0.34997 0.84780 -0.36473
C 0.66909 -2.76578 0.02543
C -0.98604 0.67464 -1.67230
N -0.91836 -0.46202 -2.31375
N -1.89279 -2.13655 -0.15026
O 0.93985 -2.18242 -0.96589
O -0.85361 -2.01247 0.53892
O 1.01336 -3.63635 0.71860
O -1.91440 -2.94338 -1.09327
H 1.57056 2.16729 2.83191
H -0.65310 1.98775 2.84538
H 2.71902 2.07838 0.59304
H -2.00408 1.04404 0.74965
H 1.55983 1.28752 -1.42471
H -0.34825 -1.25971 -1.94871
H -1.26674 -0.48772 -3.26751


26
Properties=species:S:1:pos:R:3 method="wB97M-V/def2-TZVPD" largest_force_ha_per_bohr=0.0649 homo_ev=-3.9 total_charge=-1 orbital_gap_ha=0.180 mol_weight_g_mol=303.30 e_lumo_ev=0.980 e_tot_ha=-1700.45133
C -0.13797 2.63284 1.77512
C -0.01722 1.13062 1.89665
O -1.04739 0.52991 1.08846
C -1.02391 -0.83129 0.99797
S -2.13424 -1.63120 0.05579
S 0.14549 -1.65691 1.86754
H 0.44589 3.09514 2.57464
H 0.28210 2.97249 0.82485
H -1.17033 2.97696 1.85206
H 0.99287 0.84286 1.56085
H -0.11703 0.84098 2.95316
O -4.63046 0.92686 -1.92365
N -5.18078 1.05654 -0.80398
C -5.30026 -0.10788 0.01816
C -4.89348 -1.34806 -0.48687
C -5.26136 -2.41173 0.30925
N -4.86918 -3.73799 0.22916
O -4.26585 -4.36000 -0.61944
O -5.31607 -4.38184 1.42189
N -5.94852 -3.45202 2.27203
C -5.86390 -2.25590 1.61301
N -6.18366 -1.05077 2.09419
C -5.90535 -0.00591 1.31558
O -5.63408 2.15052 -0.39433
H -4.50046 -1.47570 -1.49264
H -6.16866 0.99040 1.68784


20
Properties=species:S:1:pos:R:3 method="wB97M-V/def2-TZVPD" largest_force_ha_per_bohr=0.0824 homo_ev=-8.8 total_charge=0 orbital_gap_ha=0.346 mol_weight_g_mol=197.22 e_lumo_ev=0.623 e_tot_ha=-987.65504 de_lowest_kcal_mol=9.36
C 3.05521 0.61122 -0.13657
C 2.59637 -0.66576 0.14589
C 2.15665 1.65461 -0.30981
C 1.25622 -0.87775 0.32453
C 0.86971 1.36779 -0.54020
C 0.38944 0.12233 -0.14746
C -1.69466 -1.39368 -0.03516
C -3.14940 -1.04758 0.14115
N -1.00509 -0.12184 -0.24954
O -1.12548 -2.44399 0.14880
O -1.97223 1.77583 1.18023
O -3.31159 0.23233 -0.52007
S -2.03147 1.29688 -0.17849
H 4.04161 0.90896 -0.18169
H 3.23444 -1.46526 0.31081
H 2.42419 2.63483 -0.50985
H 1.02701 -1.89885 0.65248
H 0.22201 2.03178 -0.88549
H -3.79933 -1.66137 -0.39031
H -3.18362 -1.06049 1.18076


20
Properties=species:S:1:pos:R:3 method="wB97M-V/def2-TZVPD" largest_force_ha_per_bohr=0.0670 homo_ev=-9.3 smiles="CC(=O)c1ccco1.O=C=O.C#N" total_charge=0 orbital_gap_ha=0.339 mol_weight_g_mol=181.15 e_lumo_ev=-0.064 e_tot_ha=-664.71439 de_lowest_kcal_mol=7.74
C 0.59061 0.20329 2.99978
C 0.15978 -0.53147 1.83669
C 0.44130 1.54069 2.66442
C -0.12342 0.43123 0.84522
C -0.72456 -2.26442 -3.13067
C 1.85763 -0.77881 -0.64090
C -0.73970 0.16410 -0.45825
C -1.27014 1.35999 -1.19882
N -0.33542 -1.56767 -3.94765
O -0.80379 -1.00947 -0.83755
O 1.91658 0.35118 -0.96416
O 0.09574 1.67923 1.31787
O 1.89594 -1.91734 -0.39797
H 0.70012 -0.17526 4.02956
H 0.37432 -1.55621 1.45411
H 0.90673 2.37032 3.14254
H -0.93793 -3.18752 -2.46566
H -1.92898 1.02551 -2.04807
H -0.33329 1.78237 -1.63475
H -1.74153 2.08027 -0.56575